A structure of composition C20H24N2O4PPtS2, computed with ωB97M-V with the def2-TZVPD basis set.

<S²>   6.06
HOMO energy (spin up / spin down)   -10.42 / -11.86 eV
Total energy   -2443.76199 Ha
Kohn-Sham gap (spin up / spin down)   7.64 / 5.97 eV
Charge   +1
LUMO level (spin up / spin down)   -2.78 / -5.89 eV
2S+1   5

Structure (XYZ):
```
54
Properties=species:S:1:pos:R:3:lowdin_charge:R:1
Pt 0.688 -0.942 -1.273 0.609
O -1.479 -0.797 -1.715 -0.127
C -2.544 -0.877 -1.045 -0.313
C -3.804 -0.890 -1.743 0.048
C -4.975 -0.824 -1.047 -0.036
C -4.958 -0.746 0.357 0.001
C -3.754 -0.771 1.072 0.005
C -2.559 -0.872 0.406 -0.100
C -1.267 -0.925 1.086 -0.085
N -1.022 -0.167 2.070 0.077
N 0.037 0.057 2.739 0.146
C 1.070 0.680 1.987 -0.374
O 1.131 0.587 0.770 -0.037
C 2.064 1.387 2.812 -0.155
C 1.901 1.519 4.189 -0.018
C 2.855 2.200 4.928 -0.059
C 3.965 2.742 4.299 -0.058
C 4.131 2.610 2.924 -0.060
C 3.182 1.935 2.180 -0.011
H -3.766 -0.925 -2.822 0.132
H -5.923 -0.819 -1.565 0.121
H -5.891 -0.678 0.898 0.122
H -3.769 -0.733 2.152 0.128
H -0.502 -1.616 0.713 0.104
H 1.038 1.090 4.677 0.109
H 2.731 2.306 5.997 0.111
H 4.707 3.272 4.880 0.112
H 4.999 3.035 2.440 0.109
H 3.289 1.827 1.110 0.106
C 2.996 -4.524 -5.039 -0.053
C 3.996 -3.403 -4.867 -0.404
C 3.949 -2.363 -5.962 -0.042
O 3.819 -2.771 -3.542 -0.290
P 2.726 -1.755 -3.085 -0.084
S 0.836 -2.127 -3.499 0.378
S 2.730 -1.715 -1.008 0.408
O 3.114 -0.336 -3.628 -0.305
C 4.283 0.511 -3.337 -0.407
C 3.829 1.568 -2.353 -0.042
C 5.496 -0.263 -2.873 -0.050
H 3.313 -5.149 -5.873 0.095
H 1.998 -4.146 -5.259 0.056
H 2.953 -5.145 -4.146 0.093
H 5.001 -3.814 -4.776 0.148
H 2.959 -1.912 -6.042 0.084
H 4.173 -2.847 -6.913 0.098
H 4.686 -1.577 -5.800 0.082
H 4.488 0.963 -4.308 0.148
H 3.538 1.109 -1.406 0.049
H 2.981 2.124 -2.747 0.093
H 4.643 2.268 -2.161 0.094
H 5.349 -0.706 -1.887 0.070
H 6.329 0.437 -2.799 0.098
H 5.778 -1.049 -3.572 0.077
```

An isolated molecule of C20H24N2O5S, computed with ωB97M-V with the def2-TZVPD basis set.

Relative energy (zero: lowest compared OMol25 entry of this formula, charge and spin)   45.8 kcal/mol
HOMO energy   -8.75 eV
Total energy   -1660.41153 Ha
Kohn-Sham gap   9.30 eV
LUMO level   0.54 eV
2S+1   1

Structure (XYZ):
```
52
Properties=species:S:1:pos:R:3:lowdin_charge:R:1
C 2.010 3.337 1.008 -0.061
O 2.665 2.384 0.202 -0.080
C 3.156 1.260 0.790 -0.228
C 3.191 1.039 2.162 -0.016
C 3.746 -0.129 2.651 -0.064
C 4.260 -1.096 1.808 -0.021
C 4.221 -0.896 0.431 -0.224
O 4.637 -1.796 -0.493 -0.063
C 5.298 -2.959 -0.057 -0.073
C 3.664 0.285 -0.078 -0.027
C 3.700 0.538 -1.549 -0.399
O 4.720 0.566 -2.197 0.112
N 2.495 0.796 -2.159 0.153
C 1.231 0.872 -1.589 -0.235
C 0.356 1.877 -2.007 -0.003
C -0.881 2.016 -1.410 -0.051
C -1.253 1.143 -0.405 -0.295
S -2.802 1.352 0.454 0.671
O -3.537 2.431 -0.150 -0.286
O -2.539 1.424 1.863 -0.286
N -3.532 -0.130 0.151 -0.244
C -3.977 -0.247 -1.221 -0.216
C -4.348 -1.698 -1.513 -0.174
C -5.426 -2.166 -0.538 -0.205
C -4.942 -1.960 0.896 -0.176
C -4.561 -0.497 1.104 -0.208
C -0.422 0.107 -0.018 -0.035
C 0.812 -0.042 -0.619 0.008
H 1.154 2.898 1.530 0.102
H 1.656 4.104 0.322 0.097
H 2.695 3.789 1.732 0.097
H 2.797 1.768 2.850 0.105
H 3.776 -0.291 3.718 0.110
H 4.685 -1.994 2.226 0.102
H 4.635 -3.603 0.530 0.095
H 5.597 -3.481 -0.964 0.097
H 6.189 -2.718 0.531 0.100
H 2.594 1.195 -3.085 0.160
H 0.668 2.564 -2.780 0.119
H -1.566 2.800 -1.694 0.116
H -3.153 0.082 -1.859 0.118
H -4.838 0.413 -1.403 0.130
H -3.458 -2.319 -1.397 0.117
H -4.699 -1.782 -2.542 0.113
H -5.658 -3.218 -0.711 0.109
H -6.338 -1.587 -0.699 0.114
H -4.066 -2.584 1.078 0.117
H -5.720 -2.237 1.607 0.113
H -4.145 -0.326 2.098 0.115
H -5.449 0.142 0.980 0.134
H -0.758 -0.567 0.753 0.121
H 1.459 -0.857 -0.336 0.124
```

An isolated molecule of C20H24N2OS, computed with ωB97M-V with the def2-TZVPD basis set.

Relative energy (zero: lowest compared OMol25 entry of this formula, charge and spin)   5.9 kcal/mol
HOMO energy   -7.93 eV
Total energy   -1359.46704 Ha
Kohn-Sham gap   8.54 eV
LUMO level   0.61 eV
2S+1   1

Structure (XYZ):
```
48
Properties=species:S:1:pos:R:3:lowdin_charge:R:1
S -2.833 -2.944 -0.340 0.670
C -1.517 -1.942 -0.300 -0.831
N -1.336 -1.122 -1.377 0.031
C -0.434 -0.076 -1.576 -0.248
C 0.036 0.160 -2.869 -0.010
C 0.907 1.197 -3.124 0.009
C 1.332 2.027 -2.089 -0.265
O 2.259 2.985 -2.396 0.035
C 2.267 4.184 -1.730 -0.262
C 3.499 4.812 -1.575 -0.006
C 3.569 6.053 -0.972 -0.084
C 2.418 6.676 -0.519 -0.098
C 1.192 6.055 -0.684 -0.080
C 1.108 4.815 -1.290 -0.025
C 0.860 1.805 -0.800 -0.008
C -0.023 0.772 -0.548 -0.023
N -0.603 -1.884 0.685 0.038
C -0.562 -2.718 1.882 -0.323
C -1.823 -2.507 2.727 -0.178
C -1.629 -2.959 4.174 -0.200
C -1.986 -4.426 4.431 -0.207
C -1.591 -5.396 3.315 -0.203
C -0.218 -5.131 2.695 -0.193
C -0.286 -4.177 1.505 -0.176
H -1.938 -1.350 -2.157 0.113
H -0.293 -0.477 -3.676 0.117
H 1.275 1.378 -4.121 0.122
H 4.385 4.313 -1.937 0.118
H 4.528 6.534 -0.854 0.104
H 2.476 7.644 -0.044 0.099
H 0.289 6.541 -0.345 0.105
H 0.148 4.340 -1.434 0.120
H 1.181 2.445 0.009 0.124
H -0.417 0.649 0.449 0.115
H 0.254 -1.402 0.453 0.128
H 0.292 -2.339 2.460 0.149
H -2.046 -1.437 2.713 0.117
H -2.668 -3.024 2.278 0.063
H -0.593 -2.775 4.466 0.103
H -2.254 -2.344 4.826 0.107
H -1.505 -4.732 5.363 0.106
H -3.064 -4.511 4.581 0.108
H -1.610 -6.406 3.732 0.106
H -2.338 -5.366 2.521 0.108
H 0.472 -4.748 3.450 0.113
H 0.191 -6.076 2.331 0.108
H 0.664 -4.208 0.962 0.116
H -1.069 -4.514 0.825 0.066
```